16
Properties=species:S:1:pos:R:3 method="wB97M-V/def2-TZVPD" gap_ev=10.39 largest_force_ev_per_a=5.6 multiplicity=1 homo_ha=-0.3524 total_energy_ev=-11244.704 smiles="C=NNC(=O)NNC" de_lowest_kcal_mol=113.4
C 3.71 -0.06 0.05
N 2.56 0.47 -0.04
N 1.34 -0.29 0.14
C 0.17 0.33 -0.24
O 0.07 1.57 -0.20
N -0.94 -0.49 -0.63
N -2.26 0.09 -0.69
C -2.92 0.05 0.71
H 3.95 -1.09 0.08
H 4.73 0.51 -0.13
H 1.38 -1.17 0.49
H -0.68 -1.07 -1.54
H -1.84 1.17 -0.73
H -3.04 -1.09 0.74
H -2.26 0.59 1.53
H -3.95 0.49 0.45


16
Properties=species:S:1:pos:R:3 method="wB97M-V/def2-TZVPD" gap_ev="2.80 / 6.75" largest_force_ev_per_a=1.4 multiplicity=2 charge=-2 s_squared=0.751 homo_ha="0.1527 / 0.0053" total_energy_ev=-7842.278 de_lowest_kcal_mol=16.1
C 0.29 2.05 0.86
O 0.42 1.84 -0.45
C 1.38 1.38 1.70
H -0.69 1.68 1.28
H 0.35 3.10 1.14
H 1.34 1.63 2.79
H 2.34 1.71 1.30
H 1.29 0.35 1.52
C -0.26 -1.37 -0.32
C -0.92 -2.20 -1.11
N -1.22 -1.87 -2.43
H 0.03 -0.36 -0.65
H -0.07 -1.58 0.74
H -1.18 -3.24 -0.90
H -1.01 -0.92 -2.65
H -2.10 -2.20 -2.81